C32H58BMoN7OP2S2 | ωB97M-V/def2-TZVPD

## Properties
E_LUMO (spin up / spin down) = -12.9 / -12.8 eV
frontier orbital gap (spin up / spin down) = 5.78 / 6.01 eV
multiplicity = 3
charge = +4

```
104
Properties=species:S:1:pos:R:3:forces:R:3:lowdin_charge:R:1
Mo 1.2019 -0.3802 0.3526 -1.4 0.6 -0.6 0.9333
C 0.0845 -3.8563 4.3953 -0.7 -0.1 0.8 0.0222
N 1.0973 -3.8328 3.3745 0.5 0.6 -0.9 -0.0893
C 1.9230 -4.8784 3.0814 0.6 -0.2 -0.5 0.0298
C 2.7777 -4.4617 2.1084 -0.1 -0.5 0.3 0.0100
N 2.4790 -3.1610 1.7967 -0.8 0.2 0.4 0.0141
B 3.3837 -2.1564 1.0638 -0.2 -0.2 -0.1 -0.4268
N 3.8315 -2.5984 -0.3222 -0.3 0.4 -0.7 0.0175
C 4.7706 -3.5604 -0.5877 0.4 -0.3 -0.5 0.0056
C 5.0211 -3.5535 -1.9250 0.2 -0.4 0.7 0.0294
N 4.2472 -2.5800 -2.4813 -0.5 0.1 1.0 -0.0978
C 4.2505 -2.2490 -3.8812 0.1 0.3 -1.0 0.0175
C 3.5322 -2.0090 -1.4974 0.2 -0.1 0.2 -0.6184
S 2.5237 -0.6225 -1.7234 -0.6 0.5 0.8 0.7572
C 1.4420 -2.8067 2.5820 0.3 -0.1 -0.2 -0.6386
S 0.7157 -1.2384 2.5932 0.1 0.8 -0.8 0.7769
H -0.5385 -4.7433 4.2790 0.0 0.1 -0.1 0.1211
H -0.5320 -2.9607 4.3404 0.0 -0.1 -0.1 0.0801
H 0.5550 -3.8994 5.3798 0.0 0.1 -0.1 0.1262
H 1.8446 -5.8249 3.5758 0.0 -0.2 0.1 0.1565
H 3.5644 -5.0002 1.6256 0.2 -0.2 -0.1 0.1318
H 4.3000 -1.8551 1.7479 0.1 0.4 0.1 0.1201
H 2.6582 -1.0798 0.8665 1.8 -0.8 0.6 -0.0613
H 5.2027 -4.1684 0.1791 0.1 -0.1 0.1 0.1395
H 5.6825 -4.1616 -2.5107 0.1 -0.1 -0.1 0.1579
H 4.1265 -3.1568 -4.4735 -0.1 0.1 0.1 0.1232
H 5.2067 -1.7999 -4.1533 -0.1 0.0 0.1 0.1239
H 3.4497 -1.5467 -4.1076 0.0 -0.1 0.0 0.0768
O -0.3932 0.4518 -0.4353 2.8 0.5 1.0 -0.5536
P -1.8025 -0.0613 -0.8110 -2.1 -1.1 -1.1 1.0079
C -2.6462 -0.3400 0.8377 0.3 -0.1 -0.5 -0.3195
C -4.1755 -0.3463 0.7843 -0.2 0.1 -0.2 -0.1719
C -4.7638 1.0586 0.7926 -0.1 -0.1 0.2 -0.1707
C -4.2749 1.8451 2.0007 0.1 0.2 -0.3 -0.1645
C -2.7534 1.9545 1.9646 -0.1 -0.1 0.2 -0.1870
C -2.1193 0.5686 1.9483 0.3 0.3 -0.1 -0.2247
C -2.3523 1.0909 -2.1769 0.3 -0.2 0.6 -0.3120
C -3.7933 0.9840 -2.7115 -0.5 0.0 -0.2 -0.1692
C -4.4515 2.3587 -2.9041 -0.1 0.0 0.2 -0.1846
C -3.5617 3.3387 -3.6494 -0.3 0.2 -0.5 -0.1687
C -2.1383 3.3943 -3.0828 0.1 0.2 0.0 -0.1691
C -1.9949 2.5382 -1.8268 0.3 0.1 0.0 -0.2151
C -1.3797 -1.6819 -1.6345 0.0 0.8 0.0 -0.3175
C -0.3510 -2.5156 -0.8610 -0.3 -0.2 0.0 -0.1891
C -0.8925 -3.5720 0.0939 0.1 -0.1 0.1 -0.1865
C -1.9696 -4.4080 -0.6008 -0.1 0.2 0.2 -0.1582
C -3.0980 -3.4972 -1.0640 0.1 -0.2 -0.2 -0.1694
C -2.5855 -2.5112 -2.1075 -0.2 -0.1 0.1 -0.1502
H -2.3004 -1.3611 1.0565 0.0 0.1 -0.2 0.0935
H -4.5282 -0.8715 1.6755 0.0 -0.1 0.0 0.1405
H -4.5370 -0.9014 -0.0833 0.0 -0.1 0.0 0.1061
H -5.8517 0.9908 0.8103 0.0 0.0 -0.1 0.1381
H -4.4728 1.5849 -0.1182 -0.1 0.1 -0.1 0.0853
H -4.5794 1.3450 2.9199 -0.1 0.0 0.1 0.1302
H -4.7184 2.8403 2.0052 0.0 0.0 0.1 0.1297
H -2.4029 2.4910 2.8465 0.1 0.1 0.0 0.1219
H -2.4413 2.5138 1.0773 0.0 0.1 0.0 0.0960
H -2.3445 0.0721 2.8949 0.1 -0.1 0.0 0.1355
H -1.0171 0.6568 1.8790 -0.4 0.0 0.2 0.0209
H -1.6570 0.7859 -2.9761 0.0 -0.1 0.2 0.1310
H -4.4311 0.3875 -2.0593 0.0 -0.1 0.0 0.0950
H -3.7733 0.4931 -3.6854 0.0 -0.2 0.1 0.1288
H -4.7299 2.7835 -1.9339 0.0 -0.1 0.0 0.1080
H -5.3847 2.2274 -3.4528 0.0 -0.1 0.1 0.1332
H -4.0288 4.3284 -3.6246 0.1 -0.2 0.0 0.1268
H -3.5253 3.0714 -4.7101 0.0 0.0 0.1 0.1250
H -1.8753 4.4272 -2.8454 0.1 -0.1 0.0 0.1199
H -1.4176 3.0603 -3.8343 0.0 0.0 0.1 0.1189
H -2.6509 2.9287 -1.0481 0.0 -0.1 0.1 0.1069
H -0.9633 2.5789 -1.4638 -0.1 0.1 0.0 0.0742
H -0.8681 -1.2956 -2.5363 -0.1 0.0 0.3 0.1267
H 0.3387 -1.8154 -0.2574 -0.7 -1.7 -0.7 -0.0207
H 0.2875 -3.0187 -1.5942 0.2 0.3 0.1 0.1403
H -1.3185 -3.1144 0.9918 0.0 0.0 0.0 0.0975
H -0.0671 -4.2172 0.4082 0.0 0.1 0.1 0.1165
H -2.3484 -5.1551 0.0950 0.1 -0.1 0.0 0.1315
H -1.5388 -4.9344 -1.4538 0.0 -0.1 0.0 0.1326
H -3.5264 -2.9774 -0.2062 -0.1 0.0 0.1 0.1038
H -3.8910 -4.0938 -1.5128 -0.1 0.0 0.0 0.1366
H -3.3871 -1.8411 -2.4209 0.0 0.0 -0.1 0.1096
H -2.2823 -3.0779 -2.9908 0.0 0.1 0.0 0.1384
C 3.9805 4.2780 0.1956 0.3 0.4 -0.6 -0.0805
N 4.1686 3.5772 1.5431 0.2 0.3 0.0 -0.0538
C 3.2431 4.2649 2.5478 -0.1 0.3 0.7 -0.0813
N 1.9114 4.2392 2.0805 -0.2 0.2 0.1 -0.1398
C 1.7793 4.9225 0.8076 -0.1 0.3 -0.1 -0.1152
N 2.6179 4.2643 -0.1823 -0.1 0.1 -0.1 -0.1359
C 2.1241 2.9663 -0.5596 -0.3 -0.4 -0.6 -0.2745
P 2.1082 1.7925 0.8928 0.9 1.9 0.3 0.9588
C 3.8768 2.1274 1.4497 -0.1 -1.2 -0.1 -0.1961
C 1.2870 2.9443 2.1133 -0.5 -0.5 0.2 -0.2582
H 4.5965 3.7714 -0.5529 0.0 0.0 0.2 0.1596
H 4.3289 5.3101 0.3019 0.0 -0.2 0.2 0.1673
H 5.1401 3.7049 1.8494 0.0 -0.1 0.0 0.2049
H 3.5810 5.3000 2.6602 0.1 -0.2 -0.1 0.1679
H 3.3300 3.7520 3.5101 0.1 0.0 -0.2 0.1609
H 2.0837 5.9659 0.9167 0.0 -0.1 0.0 0.1607
H 0.7390 4.9080 0.4843 0.0 0.0 0.0 0.1514
H 2.7446 2.5486 -1.3632 -0.1 0.0 0.1 0.1013
H 1.1000 3.0669 -0.9376 0.2 -0.1 0.0 0.0929
H 4.5746 1.6598 0.7424 -0.1 0.2 0.1 0.1215
H 4.0280 1.6666 2.4323 0.1 0.1 -0.1 0.1226
H 1.3545 2.5250 3.1221 -0.1 0.0 -0.1 0.1183
H 0.2281 3.0464 1.8574 0.0 -0.1 0.0 0.1039
```
Forces are in eV/Å.

C4H12O | ωB97M-V/def2-TZVPD

## Properties
E_LUMO = 0.9 eV
frontier orbital gap = 11.33 eV
SMILES = CCC.CO
multiplicity = 1

```
17
Properties=species:S:1:pos:R:3:forces:R:3:lowdin_charge:R:1
C 2.7574 -0.3611 0.1755 -0.1 -0.2 0.1 -0.1264
C 1.2602 -0.1254 0.2885 -0.4 -0.4 -0.2 -0.3418
C 0.9149 1.2428 0.8429 0.0 -0.3 0.0 -0.1253
H 3.1690 0.2808 -0.5971 0.2 0.1 -0.1 0.0675
H 2.9815 -1.3935 -0.1033 0.0 0.1 0.1 0.0684
H 3.2691 -0.1249 1.1114 0.0 -0.1 0.0 0.0717
H 0.7922 -0.2702 -0.6870 0.1 0.2 -0.2 0.0943
H 0.7652 -0.8991 0.8837 0.3 0.0 0.3 0.0975
H -0.1527 1.4131 0.8142 -0.3 0.2 -0.2 0.0512
H 1.1913 1.3005 1.8889 0.3 0.1 0.2 0.0691
H 1.4318 2.0182 0.2851 0.0 0.2 0.0 0.0727
C -3.0391 -0.1848 -0.9717 0.3 0.1 0.1 -0.1651
O -3.3992 -1.5480 -0.8588 0.0 -0.2 -0.1 -0.1168
H -3.9356 0.4354 -0.9636 0.0 0.1 0.0 0.0749
H -2.3418 0.1567 -0.1995 -0.2 -0.1 0.2 0.0666
H -2.5076 -0.0367 -1.9055 -0.1 0.0 -0.3 0.0723
H -3.1568 -1.9036 -0.0039 0.0 0.1 0.1 0.0693
```
Forces are in eV/Å.

C43H44O2P2PdS2 | ωB97M-V/def2-TZVPD

## Properties
E_LUMO (spin up / spin down) = -8.9 / -12.4 eV
frontier orbital gap (spin up / spin down) = 8.04 / 4.96 eV
multiplicity = 5
charge = +4

```
94
Properties=species:S:1:pos:R:3:forces:R:3:lowdin_charge:R:1
Pd -0.2026 1.4966 -0.1809 -0.3 0.4 0.1 0.5503
O 0.6411 -2.9745 -0.7162 0.0 -0.2 -0.1 -0.3394
S -0.0914 -4.1076 -1.2810 0.1 -0.1 0.1 1.1238
C 0.9244 -5.1703 -2.3470 0.1 -0.1 0.1 -0.2424
C 2.0860 -5.8586 -1.5898 0.0 0.1 -0.1 -0.1863
C 3.4557 -5.1996 -1.7965 0.0 -0.1 0.1 -0.2030
C 4.0795 -5.5300 -3.1674 -0.1 -0.1 0.1 -0.2450
S 4.3893 -4.0156 -4.1029 0.2 0.0 -0.1 1.1181
O 3.1564 -3.2382 -4.1775 -0.1 0.0 -0.1 -0.3503
C 5.0879 -4.4355 -5.6180 0.0 0.0 0.0 -0.3711
C 6.2682 -5.2083 -5.6133 0.0 0.0 0.0 -0.0388
C 6.8483 -5.5140 -6.8216 0.0 0.0 0.0 -0.0118
C 6.2882 -5.0251 -8.0040 0.0 0.0 0.0 0.0292
C 5.1416 -4.2237 -7.9893 0.0 0.0 0.0 -0.0072
C 4.5398 -3.8988 -6.7954 0.0 0.0 0.0 -0.0258
C -0.8540 -5.0985 -0.0872 0.1 0.1 0.0 -0.3799
C -0.7937 -4.6761 1.2487 -0.1 -0.1 0.0 -0.0363
C -1.4049 -5.4687 2.1967 0.0 -0.1 0.0 -0.0178
C -2.0882 -6.6278 1.8159 0.1 0.1 0.0 0.0180
C -2.1700 -7.0071 0.4756 0.0 0.0 0.0 -0.0147
C -1.5661 -6.2384 -0.4957 0.0 0.0 0.0 -0.0394
H 1.2444 -4.4972 -3.1457 0.0 0.0 0.0 0.0889
H 0.2054 -5.8796 -2.7611 0.0 0.0 0.0 0.1034
H 2.1265 -6.8985 -1.9210 -0.1 0.0 0.0 0.1348
H 1.8654 -5.9124 -0.5227 0.0 0.1 0.0 0.1225
H 4.1341 -5.5626 -1.0254 0.0 0.0 0.0 0.1319
H 3.3717 -4.1210 -1.6446 0.0 0.0 0.0 0.1107
H 3.4227 -6.1129 -3.8186 0.0 0.0 0.0 0.1237
H 5.0336 -6.0498 -3.0916 0.0 0.0 0.0 0.1084
H 6.7167 -5.5521 -4.6895 0.0 0.0 0.0 0.1252
H 7.7438 -6.1187 -6.8564 0.0 0.0 0.0 0.1357
H 6.7575 -5.2617 -8.9503 0.0 0.0 0.0 0.1382
H 4.7276 -3.8583 -8.9189 0.0 0.0 0.0 0.1345
H 3.6572 -3.2755 -6.7582 0.0 0.0 0.0 0.1245
H -0.2599 -3.7760 1.5260 0.0 0.0 0.0 0.1037
H -1.3489 -5.1908 3.2395 0.0 0.0 0.0 0.1198
H -2.5679 -7.2382 2.5697 0.0 0.0 0.0 0.1356
H -2.7130 -7.8984 0.1933 0.0 0.0 0.0 0.1349
H -1.6535 -6.5193 -1.5379 0.0 0.0 0.0 0.1251
C -3.7281 2.5373 1.0016 0.0 0.0 -0.1 -0.2645
C -3.0768 1.4483 1.8632 0.0 0.0 0.0 -0.3146
P -1.2449 1.4121 1.8667 0.0 -0.1 0.0 0.9730
C -0.6659 2.7088 2.9714 0.1 0.1 0.1 -0.3794
C 0.4800 3.4325 2.6500 -0.1 0.0 0.0 -0.1138
C 0.9836 4.3758 3.5343 0.0 0.0 0.1 -0.0522
C 0.3441 4.5980 4.7457 0.0 0.0 0.0 -0.0334
C -0.7924 3.8677 5.0811 0.0 0.0 0.0 -0.0399
C -1.2912 2.9222 4.2025 -0.1 0.0 0.0 -0.0854
C -0.7865 -0.1379 2.6814 0.0 0.0 0.0 -0.3606
C -1.6862 -0.9017 3.4228 0.0 0.0 0.0 -0.0730
C -1.2355 -2.0007 4.1427 0.0 0.0 0.0 -0.0614
C 0.1079 -2.3465 4.1197 0.0 0.0 0.0 -0.0682
C 1.0080 -1.6012 3.3654 0.0 0.0 0.0 -0.0638
C 0.5628 -0.5001 2.6534 0.0 0.0 0.0 -0.1049
C -3.6634 3.9593 1.6001 0.0 0.0 0.1 -0.2838
P -3.3537 5.2278 0.3361 0.0 0.0 0.0 1.2321
C -1.7200 4.8995 -0.3375 0.1 0.0 -0.2 -0.3444
C -0.5776 5.5481 0.1454 -0.1 0.0 0.0 -0.0535
C 0.6783 5.1711 -0.2994 0.0 -0.1 -0.1 -0.0521
C 0.8136 4.1373 -1.2204 0.1 0.1 0.1 -0.0668
C -0.3194 3.5014 -1.7294 -0.1 -0.1 -0.1 -0.1584
C -1.5908 3.9040 -1.3097 0.0 -0.1 0.1 -0.1122
C -3.5714 6.8728 0.8620 0.0 0.0 0.0 -0.3710
C -3.0434 7.9042 0.0530 0.0 0.0 0.0 -0.0707
C -3.2699 9.2190 0.3903 0.0 0.0 0.0 -0.0266
C -4.0393 9.5228 1.5132 0.0 0.0 0.0 0.0070
C -4.5832 8.5114 2.3061 0.0 0.0 0.0 -0.0264
C -4.3684 7.1907 1.9816 0.0 0.0 0.0 -0.0547
H -4.7752 2.2762 0.8512 0.0 0.0 0.0 0.1254
H -3.2727 2.5075 0.0104 0.0 0.0 0.0 0.0610
H -3.3915 0.4693 1.4931 0.0 0.0 0.0 0.0979
H -3.4225 1.5181 2.8979 0.0 0.0 0.0 0.0924
H 0.9836 3.2508 1.7083 0.0 0.0 0.0 0.0738
H 1.8799 4.9308 3.2899 0.0 0.0 0.0 0.1189
H 0.7387 5.3276 5.4401 0.0 0.0 0.0 0.1242
H -1.2768 4.0277 6.0350 0.0 0.0 0.0 0.1232
H -2.1584 2.3391 4.4906 0.0 0.0 0.0 0.1113
H -2.7348 -0.6367 3.4734 0.0 0.0 0.0 0.1039
H -1.9349 -2.5649 4.7462 0.0 0.0 0.0 0.1201
H 0.4610 -3.1818 4.7116 0.0 0.0 0.0 0.1203
H 2.0588 -1.8589 3.3624 0.0 0.0 0.0 0.1175
H 1.2790 0.1033 2.1036 0.0 0.0 0.0 0.0964
H -2.8502 4.0574 2.3288 0.0 0.0 -0.1 0.0841
H -4.5930 4.2076 2.1135 0.0 0.0 0.0 0.0965
H -0.6674 6.3440 0.8743 0.0 0.0 0.0 0.1260
H 1.5518 5.6906 0.0708 0.0 0.0 0.0 0.1299
H 1.7942 3.8658 -1.5901 0.0 0.0 0.0 0.1227
H -0.2266 2.8111 -2.5645 0.0 0.0 0.0 0.1156
H -2.4695 3.4632 -1.7648 0.0 0.0 0.0 0.1146
H -2.4675 7.6646 -0.8330 0.0 0.0 0.0 0.1173
H -2.8658 10.0145 -0.2199 0.0 0.0 0.0 0.1288
H -4.2291 10.5567 1.7699 0.0 0.0 0.0 0.1327
H -5.1796 8.7624 3.1722 0.0 0.0 0.0 0.1289
H -4.8008 6.4121 2.5958 0.0 0.0 0.0 0.1083
```
Forces are in eV/Å.

C21H37IO8S | ωB97M-V/def2-TZVPD

## Properties
E_LUMO = 0.3 eV
frontier orbital gap = 9.26 eV
SMILES = Cc1ccc(C[C@@]2(C[C@@H](C)I)COS(=O)(=O)O2)cc1.COCCOC.COCCOC
multiplicity = 1

```
68
Properties=species:S:1:pos:R:3:forces:R:3:lowdin_charge:R:1
C 5.6625 1.8517 2.2323 0.0 0.0 0.0 -0.0514
C 4.3395 1.3893 1.6731 0.2 0.0 0.1 -0.2746
C 3.3797 2.3107 1.2679 0.1 0.1 0.0 -0.0325
C 2.1606 1.9047 0.7549 -0.1 0.0 -0.1 -0.0204
C 1.8534 0.5482 0.6378 -0.2 0.1 0.0 -0.2048
C 0.5651 0.0105 0.0464 0.3 0.2 -0.1 -0.0897
C -0.7393 0.7794 0.2433 0.0 0.0 -0.1 -0.4193
C -1.9184 -0.0847 -0.2717 0.1 -0.1 0.0 -0.1892
C -2.8921 -0.6995 0.7226 -0.1 0.1 -0.2 -0.7295
C -3.9811 -1.5152 0.0091 0.0 -0.1 0.2 -0.1471
I -1.8611 -1.9280 2.1731 0.0 0.0 0.1 0.8990
C -0.9179 1.4036 1.6593 0.1 0.2 0.3 -0.1095
O -0.9791 2.8471 1.5007 0.2 -0.1 0.1 -0.1766
S -1.4398 3.1540 0.0285 -0.2 -0.3 -0.1 0.5846
O -0.9024 4.3837 -0.4153 0.0 0.0 0.1 -0.1955
O -2.8397 2.8802 -0.0595 0.1 0.1 -0.1 -0.2256
O -0.6312 1.9583 -0.6296 -0.2 0.1 0.0 -0.1581
C 2.8144 -0.3678 1.0387 0.0 -0.2 0.1 -0.0332
C 4.0371 0.0412 1.5465 0.1 -0.1 0.0 -0.0382
H 5.5238 2.3996 3.1676 0.0 0.0 0.0 0.0808
H 6.1751 2.5186 1.5349 0.0 0.0 0.0 0.0800
H 6.3219 1.0061 2.4330 0.0 0.0 0.0 0.0722
H 3.5988 3.3716 1.3477 -0.1 -0.1 0.0 0.1185
H 1.4609 2.6616 0.4245 0.0 0.0 0.0 0.1059
H 0.4092 -1.0018 0.4228 0.0 0.0 0.0 0.0752
H 0.6908 -0.0736 -1.0408 -0.1 -0.1 0.1 0.1459
H -1.4900 -0.8862 -0.8840 -0.1 0.1 0.0 0.1272
H -2.5277 0.5310 -0.9374 0.0 0.0 0.0 0.1146
H -3.3615 0.0842 1.3166 0.1 -0.1 0.0 0.0665
H -3.8658 -2.5873 0.1671 0.1 0.1 -0.1 0.0448
H -4.9660 -1.2342 0.3828 0.0 0.0 -0.1 0.0758
H -3.9623 -1.3192 -1.0626 0.0 0.0 0.0 0.0778
H -0.0578 1.2234 2.3010 -0.1 -0.1 -0.1 0.1344
H -1.8273 1.0902 2.1605 0.0 0.0 0.0 0.0887
H 2.6102 -1.4317 0.9572 0.0 0.1 0.0 0.1061
H 4.7662 -0.7087 1.8342 0.0 0.0 0.0 0.1080
C -8.4990 2.4099 -2.6715 0.0 0.0 0.0 -0.1126
O -7.9793 3.1346 -1.5739 0.0 0.0 0.0 -0.1861
C -7.7277 2.3376 -0.4302 -0.1 0.0 0.0 -0.2053
C -6.2641 1.9812 -0.2959 0.1 -0.1 0.0 -0.2049
O -5.8201 1.1478 -1.3554 -0.1 0.0 0.0 -0.2015
C -5.1037 1.8498 -2.3592 0.1 -0.1 0.0 -0.0999
H -8.4808 3.0733 -3.5344 0.0 0.0 0.0 0.0892
H -7.8990 1.5229 -2.8897 0.0 0.0 0.0 0.0822
H -9.5342 2.1039 -2.4841 0.0 0.0 0.0 0.0880
H -8.3315 1.4242 -0.4619 0.0 0.0 0.0 0.1258
H -8.0323 2.9141 0.4485 0.0 0.0 0.0 0.1261
H -6.1213 1.4317 0.6414 0.0 0.0 0.0 0.1224
H -5.6568 2.8895 -0.2468 0.0 0.0 0.0 0.1220
H -4.1278 2.1559 -1.9756 0.0 0.1 -0.1 0.0617
H -5.6485 2.7306 -2.7058 0.0 0.0 0.0 0.0884
H -4.9643 1.1662 -3.1965 0.0 0.0 0.0 0.0914
C 6.3291 -2.3160 -1.4762 0.0 0.0 0.0 -0.1037
O 5.3595 -2.4697 -0.4564 0.0 -0.1 0.1 -0.2041
C 4.5711 -3.6389 -0.5898 0.0 0.1 0.0 -0.2059
C 5.0209 -4.7379 0.3469 0.0 -0.1 0.0 -0.2059
O 6.3209 -5.2043 0.0336 0.0 0.0 0.0 -0.1871
C 7.3343 -4.6729 0.8655 0.0 0.0 0.0 -0.1103
H 6.9923 -1.5082 -1.1716 0.0 0.0 0.0 0.0899
H 6.9146 -3.2278 -1.6155 0.0 0.0 0.0 0.0847
H 5.8566 -2.0438 -2.4260 0.0 0.0 0.0 0.0897
H 4.5925 -3.9992 -1.6232 0.0 0.0 0.0 0.1276
H 3.5368 -3.3716 -0.3479 0.0 0.0 0.0 0.1150
H 4.3334 -5.5843 0.2556 0.0 0.0 0.0 0.1263
H 4.9819 -4.3808 1.3816 0.0 0.0 0.0 0.1258
H 7.2736 -5.0949 1.8747 0.0 0.0 0.0 0.0887
H 7.2731 -3.5836 0.9297 0.0 0.0 0.0 0.0819
H 8.2910 -4.9505 0.4269 0.0 0.0 0.0 0.0895
```
Forces are in eV/Å.

no.,energy (hartree),strongest force on any atom (eV/Å),molar mass (g mol⁻¹)
1,-3283.5670,3.056,789.70
2,-234.8109,0.605,76.14
3,-3420.8952,0.509,825.33
4,-2120.0849,0.344,576.49